Record 1
# C27H83N19O12

A cluster of 12 separate species, C27H83N19O12 in total in a non-equilibrium geometry (the ωB97M-V functional and the def2-TZVPD basis, OMol25).

```
141
Properties=species:S:1:pos:R:3
C 24.629 -14.391 15.237
O 25.304 -14.763 14.308
N 24.293 -15.208 16.192
N 24.438 -13.165 15.561
H 23.952 -14.922 17.099
H 24.694 -16.126 16.063
H 23.948 -12.974 16.423
H 24.628 -12.360 14.981
C 24.100 -19.063 9.015
O 22.990 -19.163 8.563
N 25.130 -19.384 8.390
N 24.364 -18.599 10.167
H 25.091 -19.836 7.488
H 26.060 -19.208 8.742
H 23.542 -18.436 10.730
H 25.261 -18.203 10.410
C 18.805 -14.205 12.166
O 18.755 -12.993 12.321
N 18.016 -15.153 12.657
N 19.734 -14.825 11.499
H 17.848 -16.041 12.206
H 17.309 -14.823 13.299
H 20.544 -14.242 11.347
H 19.672 -15.815 11.691
C 27.280 -17.041 9.869
O 27.498 -17.702 8.907
N 26.142 -16.394 10.051
N 28.004 -16.971 10.944
H 25.537 -16.409 9.243
H 26.207 -15.595 10.665
H 27.851 -16.305 11.687
H 28.904 -17.409 10.809
C 25.147 -12.330 7.351
O 24.924 -13.530 7.187
N 24.553 -11.591 8.226
N 25.971 -11.602 6.587
H 23.839 -11.940 8.849
H 24.984 -10.678 8.209
H 26.339 -12.155 5.826
H 26.271 -10.666 6.819
C 18.679 -18.145 9.660
O 18.510 -17.365 10.594
N 17.817 -18.733 8.805
N 19.860 -18.451 9.142
H 16.845 -18.496 8.946
H 18.025 -19.551 8.250
H 20.562 -17.803 9.471
H 19.886 -18.768 8.184
C 21.029 -10.796 10.302
O 21.832 -10.445 9.474
N 20.115 -10.012 10.796
N 20.861 -11.976 10.870
H 19.826 -10.187 11.748
H 20.117 -9.029 10.564
H 19.981 -12.138 11.339
H 21.468 -12.594 10.349
C 19.201 -19.963 16.464
C 18.767 -20.337 14.955
C 19.959 -20.437 14.015
O 20.632 -19.186 13.934
C 19.876 -18.193 13.182
N 18.041 -21.499 15.240
H 19.856 -19.094 16.518
H 19.622 -20.776 17.056
H 18.405 -19.676 17.151
H 18.103 -19.613 14.482
H 19.784 -20.800 13.003
H 20.592 -21.134 14.564
H 19.884 -18.437 12.120
H 20.403 -17.241 13.256
H 18.865 -17.940 13.500
H 18.605 -22.202 15.695
H 17.264 -21.540 15.884
C 21.373 -13.699 15.191
C 20.060 -13.122 15.858
C 18.893 -14.011 16.123
O 17.747 -13.453 16.778
C 16.894 -12.673 15.970
N 20.490 -12.417 17.032
H 21.100 -14.326 14.342
H 21.701 -14.225 16.087
H 22.088 -12.909 14.959
H 19.721 -12.226 15.338
H 19.296 -14.679 16.884
H 18.611 -14.549 15.218
H 16.091 -12.261 16.581
H 16.397 -13.245 15.187
H 17.416 -11.927 15.372
H 19.749 -11.963 17.546
H 21.010 -13.061 17.611
C 21.834 -15.699 7.556
C 21.795 -14.997 8.847
C 22.682 -15.779 9.942
O 22.379 -15.320 11.194
C 22.864 -16.029 12.360
N 22.305 -13.536 8.663
H 21.493 -16.733 7.499
H 22.690 -15.454 6.928
H 21.094 -15.164 6.960
H 20.734 -14.978 9.095
H 23.727 -15.625 9.675
H 22.369 -16.823 9.951
H 22.446 -15.459 13.189
H 23.943 -15.934 12.479
H 22.518 -17.056 12.476
H 23.286 -13.680 8.469
H 21.874 -13.251 7.795
C 26.487 -21.026 14.167
C 26.322 -19.618 13.628
C 26.193 -18.445 14.587
O 25.147 -18.551 15.558
C 23.848 -18.925 15.138
N 27.403 -19.432 12.738
H 26.496 -21.882 13.492
H 25.821 -21.187 15.014
H 27.419 -21.187 14.708
H 25.478 -19.843 12.976
H 26.120 -17.494 14.059
H 27.151 -18.433 15.106
H 23.682 -20.002 15.121
H 23.621 -18.603 14.122
H 23.169 -18.597 15.926
H 27.065 -18.807 12.020
H 27.569 -20.374 12.413
C 18.474 -10.780 5.407
C 19.230 -11.267 6.658
C 20.671 -11.566 6.318
O 20.680 -12.847 5.699
C 21.787 -13.120 4.896
N 19.167 -10.112 7.611
H 18.975 -9.971 4.875
H 17.409 -10.656 5.603
H 18.447 -11.466 4.560
H 18.716 -12.156 7.021
H 21.194 -11.659 7.270
H 21.056 -10.732 5.732
H 22.171 -12.341 4.237
H 21.497 -13.915 4.208
H 22.613 -13.607 5.414
H 19.839 -9.408 7.340
H 19.443 -10.410 8.536
```

Results
Electronic energy = -3021.4039 Ha
Maximum force = 8.411 eV Å⁻¹
Expectation value of S² = 0.754
Gap between HOMO and LUMO (alpha / beta) = 0.2381 / 0.0501 Ha
Relative energy (zero: lowest compared OMol25 entry of this formula, charge and spin) = 309.4 kJ/mol
Multiplicity = 2
Charge = +1
Highest occupied orbital energy (alpha / beta) = -9.840 / -9.840 eV


Record 2
# C27H83N3O13

A cluster of 13 separate species, C27H83N3O13 in total in a non-equilibrium geometry (the ωB97M-V functional and the def2-TZVPD basis, OMol25).

```
126
Properties=species:S:1:pos:R:3
C -4.528 1.861 1.764
C -5.619 1.092 2.538
C -5.432 -0.467 2.531
O -5.414 1.448 3.922
H -4.371 1.335 0.822
H -3.514 1.825 2.164
H -4.751 2.903 1.537
H -6.627 1.236 2.148
H -4.425 -0.756 2.828
H -5.720 -0.804 1.535
H -6.107 -0.915 3.260
H -4.575 1.118 4.252
C -2.411 4.921 0.540
C -1.542 4.403 -0.612
C -2.194 4.436 -2.056
O -0.339 5.104 -0.572
H -3.307 4.305 0.616
H -2.886 5.895 0.421
H -1.893 4.912 1.499
H -1.196 3.401 -0.358
H -2.442 5.402 -2.495
H -3.033 3.745 -2.146
H -1.365 4.061 -2.656
H 0.347 4.481 -0.821
C 0.620 -0.056 -0.240
C -0.772 -0.577 -0.609
C -1.871 0.519 -0.834
O -0.725 -1.376 -1.682
H 1.101 0.413 -1.099
H 1.400 -0.784 -0.022
H 0.611 0.557 0.661
H -1.132 -1.305 0.118
H -1.431 1.339 -1.401
H -2.113 0.976 0.126
H -2.773 0.176 -1.340
H -1.522 -1.899 -1.569
C 3.683 2.949 2.519
C 2.544 4.039 2.767
C 1.459 3.772 1.779
O 2.089 3.910 4.047
H 3.369 1.962 2.857
H 4.607 3.203 3.038
H 4.073 2.906 1.502
H 2.880 5.058 2.579
H 1.850 3.705 0.764
H 0.710 4.562 1.840
H 0.891 2.876 2.028
H 1.943 2.990 4.277
C -4.297 -3.077 0.277
C -3.665 -3.795 -0.879
C -4.612 -4.723 -1.615
O -3.087 -2.797 -1.720
H -4.714 -3.759 1.018
H -5.128 -2.524 -0.160
H -3.594 -2.377 0.726
H -2.836 -4.390 -0.496
H -4.951 -5.531 -0.966
H -4.176 -5.157 -2.515
H -5.523 -4.191 -1.890
H -3.775 -2.238 -2.088
O 1.803 1.453 -3.363
H 2.483 2.030 -3.709
H 2.122 0.569 -3.546
O -5.059 -1.133 -2.689
H -5.573 -0.428 -2.295
H -4.657 -0.735 -3.461
O 1.340 3.379 -1.659
H 1.324 2.574 -2.177
H 2.262 3.634 -1.641
O 3.904 -2.786 0.940
H 3.254 -2.797 0.237
H 4.149 -3.704 1.054
O -1.002 0.754 -3.778
H -0.091 1.011 -3.637
H -1.161 0.067 -3.130
C 0.999 -4.399 -0.084
C 1.749 -4.276 -1.462
C 0.956 -4.689 -2.758
O 1.672 -4.433 -3.972
C 1.399 -3.182 -4.624
N 2.223 -2.884 -1.518
H 0.754 -5.441 0.123
H 0.192 -3.667 -0.049
H 1.654 -4.120 0.742
H 2.631 -4.909 -1.362
H -0.052 -4.279 -2.692
H 0.736 -5.756 -2.714
H 1.792 -3.270 -5.637
H 1.919 -2.365 -4.124
H 0.329 -2.995 -4.717
H 1.365 -2.364 -1.632
H 2.637 -2.847 -2.438
C -0.192 1.392 6.143
C 0.837 0.487 5.389
C 0.375 -0.016 4.072
O -0.726 -0.873 4.182
C -1.197 -1.333 2.936
N 2.166 1.101 5.312
H 0.262 1.726 7.075
H -1.101 0.858 6.421
H -0.361 2.278 5.531
H 1.056 -0.347 6.056
H 1.184 -0.448 3.483
H -0.004 0.869 3.560
H -0.325 -1.801 2.479
H -1.689 -0.533 2.383
H -1.836 -2.216 2.957
H 2.572 1.371 6.196
H 2.862 0.655 4.732
C 4.947 1.522 -1.437
C 4.515 0.072 -1.249
C 4.756 -0.758 -2.569
O 3.954 -0.273 -3.620
C 4.419 -0.631 -4.878
N 5.218 -0.513 -0.105
H 4.757 1.760 -2.483
H 6.031 1.595 -1.358
H 4.438 2.153 -0.707
H 3.472 0.043 -0.933
H 4.537 -1.801 -2.342
H 5.792 -0.876 -2.888
H 5.272 -0.096 -5.296
H 3.628 -0.586 -5.627
H 4.760 -1.666 -4.882
H 4.963 0.001 0.726
H 4.816 -1.426 0.055
```

Results
Electronic energy = -2220.4262 Ha
Maximum force = 3.906 eV Å⁻¹
Expectation value of S² = 0.758
Gap between HOMO and LUMO (alpha / beta) = 0.3033 / 0.0921 Ha
Multiplicity = 2
Charge = +1
Highest occupied orbital energy (alpha / beta) = -11.099 / -11.096 eV